{
  "formula": "C28H56BNO7",
  "method": "ωB97M-V/def2-TZVPD",
  "total_charge": 0,
  "total_energy_ha": -1706.68493,
  "homo_ha": -0.332,
  "smiles": "CCB(O)[C@@H]1C[C@](CCCCOC)(CCC(C)C)C(=O)N1.CC(C)=O.CC(C)=O.CC(C)=O.CC(C)=O",
  "species": ["C", "C", "B", "O", "C", "C", "C", "C", "C", "C", "C", "O", "C", "C", "C", "C", "C", "C", "C", "O", "N", "H", "H", "H", "H", "H", "H", "H", "H", "H", "H", "H", "H", "H", "H", "H", "H", "H", "H", "H", "H", "H", "H", "H", "H", "H", "H", "H", "H", "H", "H", "H", "H", "C", "C", "C", "O", "H", "H", "H", "H", "H", "H", "C", "C", "C", "O", "H", "H", "H", "H", "H", "H", "C", "C", "C", "O", "H", "H", "H", "H", "H", "H", "C", "C", "C", "O", "H", "H", "H", "H", "H", "H"],
  "positions_angstrom": [[-3.28202, -2.71975, 3.69586], [-2.58637, -3.69956, 2.65274], [-2.45465, -3.06606, 1.14461], [-2.67611, -3.93632, 0.03952], [-2.12555, -1.49284, 1.04031], [-2.03152, -0.80585, -0.41523], [-1.28112, 0.61417, -0.12850], [-2.53163, 1.55325, 0.21039], [-3.03566, 2.47021, -0.98255], [-4.56504, 2.89938, -0.88823], [-5.20521, 2.78657, 0.55257], [-5.94600, 1.53210, 0.58104], [-6.17220, 1.08967, 1.93155], [-0.46531, 0.80318, -1.47746], [0.18917, 2.23572, -1.70172], [1.12264, 2.75868, -0.52851], [1.99977, 3.95715, -1.16736], [0.26627, 3.46029, 0.63744], [-0.40834, 0.09264, 1.12010], [0.75665, 0.35334, 1.43364], [-1.11372, -0.88920, 1.98690], [-3.32237, -3.23080, 4.71631], [-4.33657, -2.42284, 3.42392], [-2.70647, -1.75468, 3.87527], [-3.26854, -4.61598, 2.57315], [-1.56777, -4.02144, 3.03298], [-3.34433, -4.60485, 0.28366], [-3.09545, -1.03219, 1.45765], [-2.98113, -0.77321, -1.02801], [-1.24515, -1.47763, -0.90717], [-2.22293, 2.19356, 1.10423], [-3.37852, 0.85379, 0.52004], [-2.90602, 1.91153, -1.96260], [-2.42077, 3.42526, -0.94550], [-4.61506, 4.00371, -1.17895], [-5.20769, 2.37297, -1.66850], [-5.99811, 3.59993, 0.69935], [-4.47660, 2.90209, 1.41621], [-7.23203, 1.40712, 2.21437], [-5.39395, 1.42583, 2.67510], [-6.21085, -0.05140, 1.89055], [-1.18071, 0.61494, -2.34150], [0.36640, 0.03290, -1.59302], [0.86108, 2.13907, -2.62391], [-0.56065, 3.04836, -1.98036], [1.87253, 2.01252, -0.14356], [1.26884, 4.74150, -1.56337], [2.56829, 3.58161, -2.07584], [2.68184, 4.43023, -0.39040], [-0.66180, 3.96767, 0.23988], [0.92938, 4.28220, 1.07613], [0.02744, 2.76636, 1.49276], [-0.37556, -1.60240, 2.05053], [-0.96294, -2.25351, -5.87599], [-0.60268, -1.74942, -4.50331], [0.69716, -2.22200, -3.91096], [-1.33435, -0.98958, -3.89717], [-1.92373, -1.83164, -6.17565], [-0.20393, -1.94357, -6.59691], [-1.04723, -3.34185, -5.86191], [1.52877, -1.91142, -4.54249], [0.68708, -3.30786, -3.80954], [0.82470, -1.77950, -2.92202], [5.23820, -3.97581, -2.48888], [4.11945, -3.00286, -2.74303], [4.11441, -1.72977, -1.93772], [3.25225, -3.23224, -3.56516], [5.11490, -4.84517, -3.13731], [6.19499, -3.50671, -2.71094], [5.21377, -4.30744, -1.45000], [5.02497, -1.16105, -2.13621], [4.04030, -1.96299, -0.87372], [3.25327, -1.12304, -2.22383], [9.71904, -4.35892, -0.00112], [8.59896, -3.38586, -0.25646], [8.59083, -2.11247, 0.54686], [7.73517, -3.61905, -1.07863], [9.59727, -5.22837, -0.64880], [10.67860, -3.88802, -0.22341], [9.69383, -4.69047, 1.03878], [9.50050, -1.54212, 0.34885], [8.51574, -2.34452, 1.61104], [7.72919, -1.50835, 0.25863], [-1.70648, 3.19024, 4.36441], [-2.84351, 4.15809, 4.16960], [-2.82903, 5.41940, 4.99145], [-3.73782, 3.92985, 3.37966], [-1.84761, 2.32886, 3.70886], [-0.76012, 3.67210, 4.11043], [-1.68685, 2.84299, 5.39935], [-1.93251, 6.00006, 4.76533], [-2.85914, 5.17110, 6.05421], [-3.70627, 6.02035, 4.74721]],
  "atomic_forces_ev_per_a": [[0.46, 0.04, 1.01], [-1.09, 0.28, -0.24], [0.16, -0.91, 0.51], [-0.52, 1.60, 1.32], [-2.97, 1.31, -0.44], [2.60, -1.34, 1.12], [-1.22, -3.02, -0.87], [0.54, 0.34, 0.66], [-0.08, -0.14, 0.25], [0.02, 1.00, 0.22], [-1.13, 0.49, -0.73], [1.46, 0.36, 1.33], [-1.28, -1.01, -0.35], [0.11, 1.60, -0.14], [0.93, -0.46, -0.24], [-0.10, 2.04, -0.63], [-0.80, -0.32, -0.21], [1.14, 0.04, 0.25], [1.13, 0.67, 1.38], [-2.25, -0.16, -1.24], [0.97, -0.23, -3.76], [-0.10, 0.62, -1.30], [1.11, -0.48, 0.08], [-0.58, -1.22, -0.48], [1.13, 0.86, 0.24], [-1.14, 0.26, -0.39], [0.81, 0.16, -0.10], [0.66, -1.00, -0.42], [1.13, 0.06, 0.87], [-1.24, 0.94, -0.09], [-0.79, -0.66, -1.13], [1.06, 1.11, -0.20], [0.13, 0.89, 1.12], [-0.65, -1.34, -0.43], [0.07, -1.38, 0.33], [0.77, 0.42, 1.30], [1.13, -0.74, -0.25], [-0.72, -0.40, -1.19], [1.43, -0.15, 0.14], [-0.81, -0.20, -0.83], [0.23, 1.42, 0.17], [0.96, 0.13, 1.24], [-1.16, 0.84, 0.52], [-0.88, 0.05, 1.07], [0.84, -1.13, 0.57], [-1.23, 0.46, -0.27], [1.01, -0.82, 0.60], [-0.40, 0.47, 1.21], [-0.75, -0.61, -1.09], [0.98, -0.69, 0.37], [-0.94, -1.00, -0.44], [0.06, 0.67, -1.04], [-0.16, 0.45, 0.79], [-0.36, 0.20, -0.05], [-0.22, 0.29, 0.45], [-0.46, 0.33, 0.08], [0.07, -0.30, -0.40], [0.09, -0.03, 0.05], [0.06, -0.21, 0.01], [0.19, 0.01, -0.10], [-0.02, -0.28, -0.01], [0.21, 0.04, -0.19], [-0.01, -0.06, -0.09], [-0.36, -0.21, -0.44], [-0.27, -0.34, -0.37], [-0.33, 0.16, -0.17], [0.54, 0.06, 0.33], [-0.07, 0.10, 0.05], [-0.04, -0.04, 0.28], [0.26, 0.17, 0.01], [0.06, -0.08, 0.20], [0.20, 0.07, 0.00], [0.08, -0.05, 0.03], [-0.12, -0.26, -0.25], [-0.33, -0.11, -0.34], [-0.31, 0.14, -0.16], [0.52, 0.14, 0.43], [-0.01, 0.10, 0.06], [0.02, 0.00, 0.21], [0.17, 0.13, 0.02], [0.05, -0.07, 0.20], [0.20, 0.06, 0.00], [0.08, -0.08, 0.02], [-0.14, -0.22, -0.26], [-0.30, -0.15, -0.32], [-0.33, 0.16, -0.14], [0.24, 0.08, 0.25], [0.01, 0.07, 0.06], [0.03, -0.01, 0.20], [0.17, 0.12, 0.01], [0.06, -0.07, 0.19], [0.21, 0.06, -0.01], [0.08, -0.08, 0.01]],
  "mulliken_charge": [-0.9264, -0.4807, 0.7709, -0.5839, 0.2205, -1.0124, 2.1494, 0.1697, -0.0433, -1.0530, -0.0410, -0.4012, -0.5299, -0.0884, -1.2405, 0.9051, -1.4969, -0.7101, -0.6013, -0.6303, -0.0586, 0.3250, 0.2506, 0.1996, 0.2572, 0.2704, 0.2938, -0.3349, 0.2326, -0.0106, -0.4015, 0.1941, 0.0395, 0.0017, 0.3932, 0.3493, 0.4526, -0.0207, 0.2798, 0.2040, 0.1589, 0.2133, -0.2185, 0.4424, 0.1723, 0.1967, 0.2707, 0.3895, 0.3876, -0.0034, 0.5427, -0.0955, 0.3178, -1.3379, 0.7138, -0.6698, -0.5180, 0.3221, 0.3447, 0.3346, 0.3648, 0.3796, 0.0230, -1.0484, 0.7912, -0.8482, -0.5220, 0.3256, 0.2829, 0.2788, 0.3347, 0.3054, 0.1212, -1.1031, 0.7491, -1.0163, -0.4779, 0.2831, 0.3265, 0.3325, 0.3286, 0.3293, 0.2249, -0.8162, 0.8196, -1.2583, -0.4904, -0.0048, 0.3010, 0.4433, 0.3354, 0.3352, 0.3121]
}